(1)
DFT (the ωB97M-V functional and the def2-TZVPD basis) results for a molecular structure, C27H78AsF6O12.

As for the expectation value of S²: 0.752. As for the gap between HOMO and LUMO (alpha / beta): 3.5 / 9.0 eV. As for the spin multiplicity: 2. Its highest occupied orbital energy (alpha / beta) is 0.0199 / -0.1817 hartree. The charge is -2.

CARTESIAN COORDINATES (ANGSTROEM)
As -0.868 -0.028 -0.091
F 0.055 -1.036 1.049
F -0.268 -1.058 -1.450
F -1.760 1.052 -1.239
F -1.448 1.136 1.238
F 0.612 0.995 -0.265
F -2.192 -1.183 0.099
O 1.718 2.533 -2.056
H 1.985 1.696 -2.437
H 1.141 2.293 -1.331
O -1.796 1.284 3.744
H -1.201 0.592 4.033
H -1.751 1.255 2.788
O -3.304 -3.444 -1.150
H -2.565 -2.965 -0.774
H -3.076 -3.551 -2.073
C 2.402 3.862 0.829
C 3.669 4.472 0.259
C 4.885 4.100 1.026
O 3.933 4.109 -1.076
H 2.361 3.865 1.918
H 2.186 2.810 0.648
H 1.566 4.443 0.441
H 3.637 5.561 0.282
H 5.164 3.061 0.849
H 4.787 4.442 2.056
H 5.741 4.684 0.687
H 3.220 3.580 -1.442
C -3.248 6.368 -0.227
C -2.772 5.053 0.393
C -1.246 4.862 0.355
O -2.980 4.986 1.762
H -2.808 7.239 0.259
H -4.332 6.344 -0.123
H -2.947 6.445 -1.272
H -3.305 4.232 -0.086
H -0.963 4.735 -0.690
H -0.874 3.971 0.860
H -0.747 5.759 0.722
H -2.488 5.691 2.190
C 2.270 -3.852 -2.873
C 1.213 -3.407 -3.868
C 0.980 -4.439 -4.936
O -0.017 -3.268 -3.162
H 3.252 -3.885 -3.343
H 2.123 -4.905 -2.635
H 2.365 -3.370 -1.900
H 1.580 -2.459 -4.262
H 0.241 -4.092 -5.659
H 0.557 -5.357 -4.527
H 1.912 -4.611 -5.474
H 0.109 -2.478 -2.631
C -3.625 -2.095 4.696
C -2.771 -3.326 4.581
C -2.495 -3.741 3.138
O -1.533 -3.141 5.143
H -3.129 -1.223 4.271
H -3.887 -1.823 5.719
H -4.545 -2.277 4.141
H -3.194 -4.167 5.129
H -2.082 -2.944 2.520
H -3.474 -4.070 2.788
H -1.812 -4.587 3.061
H -1.126 -2.483 4.575
C 3.316 -5.011 2.828
C 1.920 -5.270 2.221
C 1.626 -4.638 0.834
O 1.547 -6.586 2.178
H 3.748 -4.016 2.727
H 4.034 -5.620 2.279
H 3.403 -5.264 3.885
H 1.208 -4.768 2.876
H 2.518 -4.553 0.213
H 1.220 -3.628 0.897
H 0.875 -5.180 0.259
H 1.569 -6.905 3.084
C 2.000 -2.095 3.555
C 1.249 -0.857 4.025
C 1.779 0.520 3.605
O -0.063 -0.963 3.570
H 3.008 -1.898 3.919
H 2.043 -2.125 2.466
H 1.589 -2.983 4.036
H 1.230 -0.814 5.114
H 2.694 0.790 4.133
H 1.064 1.227 4.025
H 1.912 0.764 2.552
H -0.032 -1.095 2.619
C 4.814 0.520 -0.246
C 3.998 -0.603 -0.840
C 3.365 -1.555 0.226
O 2.911 -0.047 -1.634
H 4.206 1.080 0.465
H 5.205 1.253 -0.952
H 5.618 0.025 0.300
H 4.663 -1.175 -1.486
H 2.827 -0.766 0.752
H 4.115 -1.972 0.898
H 2.722 -2.349 -0.155
H 2.257 0.160 -0.963
C -6.402 1.252 -2.660
C -5.355 1.365 -1.450
C -4.909 0.019 -0.877
O -4.188 1.976 -1.928
H -5.920 0.930 -3.583
H -6.828 2.232 -2.872
H -7.299 0.646 -2.530
H -5.675 2.006 -0.629
H -4.363 0.112 0.061
H -4.320 -0.590 -1.563
H -5.890 -0.424 -0.706
H -3.480 1.686 -1.347
C -0.658 2.056 -6.112
C -1.099 2.537 -4.682
C -0.368 3.742 -4.190
O -2.485 2.685 -4.773
H 0.314 1.578 -5.985
H -0.598 2.947 -6.736
H -1.294 1.271 -6.521
H -0.814 1.753 -3.980
H -0.739 4.151 -3.251
H -0.615 4.528 -4.904
H 0.709 3.603 -4.090
H -2.916 2.090 -4.155



(2)
DFT (the ωB97M-V functional and the def2-TZVPD basis) results for 8 unconnected molecules or ions with the total composition C27H78O28P8.

The SMILES is COP(=O)(OC)OC.COP(=O)(OC)OC.COP(=O)(OC)OC.COP(=O)(OC)OC.COP(=O)(OC)OC.COP(=O)(OC)OC.COP(=O)(OC)OC.CCCCPCC. As for the gap between HOMO and LUMO: 8.4 eV. Its highest occupied orbital energy is -0.2902 hartree. The charge is 0.

CARTESIAN COORDINATES (ANGSTROEM)
C 0.075 -3.936 10.077
O -0.664 -3.110 9.204
P -0.327 -1.535 9.196
O 0.686 -1.074 10.196
O -1.779 -0.853 9.345
C -2.444 -1.036 10.577
O 0.049 -1.260 7.654
C 0.168 0.088 7.257
H -0.326 -3.846 11.089
H -0.028 -4.973 9.746
H 1.136 -3.672 10.068
H -1.755 -0.911 11.416
H -2.888 -2.033 10.608
H -3.238 -0.290 10.660
H 0.882 0.616 7.895
H -0.807 0.581 7.303
H 0.526 0.119 6.224
C -2.305 -6.063 1.955
O -1.161 -6.808 2.311
P -1.383 -8.292 2.895
O -2.804 -8.714 3.098
O -0.483 -8.294 4.232
C -0.913 -7.462 5.289
O -0.530 -9.205 1.879
C -0.321 -10.550 2.251
H -2.758 -5.641 2.855
H -1.999 -5.247 1.296
H -3.032 -6.684 1.425
H -1.995 -7.531 5.426
H -0.632 -6.428 5.077
H -0.421 -7.784 6.209
H -1.274 -11.044 2.457
H 0.322 -10.600 3.134
H 0.177 -11.068 1.427
C 9.653 2.160 -0.493
O 9.434 2.761 -1.750
P 7.982 2.581 -2.426
O 7.019 1.703 -1.693
O 8.337 2.093 -3.920
C 8.915 0.811 -4.050
O 7.502 4.103 -2.644
C 6.355 4.302 -3.440
H 9.849 1.093 -0.630
H 10.528 2.624 -0.032
H 8.794 2.301 0.169
H 8.412 0.088 -3.403
H 9.976 0.862 -3.794
H 8.814 0.485 -5.087
H 5.515 3.716 -3.059
H 6.564 4.021 -4.477
H 6.089 5.362 -3.414
C -4.596 -0.277 -0.315
O -4.629 -0.875 -1.592
P -4.334 -2.456 -1.689
O -3.955 -3.134 -0.411
O -3.225 -2.546 -2.854
C -1.956 -1.997 -2.568
O -5.661 -3.020 -2.405
C -5.625 -4.357 -2.854
H -3.558 -0.101 -0.022
H -5.117 0.682 -0.365
H -5.094 -0.905 0.429
H -1.631 -2.266 -1.560
H -1.997 -0.910 -2.666
H -1.234 -2.391 -3.286
H -5.347 -5.030 -2.039
H -4.911 -4.456 -3.678
H -6.618 -4.632 -3.219
C 10.831 5.102 -3.714
O 11.067 6.325 -4.377
P 11.196 7.654 -3.476
O 10.957 7.481 -2.010
O 10.194 8.684 -4.205
C 8.816 8.383 -4.142
O 12.651 8.215 -3.879
C 12.980 9.513 -3.436
H 9.773 5.028 -3.453
H 11.088 4.283 -4.391
H 11.447 5.014 -2.814
H 8.534 8.049 -3.140
H 8.578 7.605 -4.871
H 8.249 9.284 -4.385
H 12.855 9.594 -2.353
H 12.348 10.252 -3.940
H 14.023 9.717 -3.690
C -7.666 2.382 -1.779
O -8.073 3.699 -1.476
P -7.361 4.439 -0.235
O -6.389 3.618 0.551
O -8.608 5.002 0.615
C -9.436 4.045 1.240
O -6.753 5.766 -0.915
C -6.261 6.761 -0.045
H -8.147 1.686 -1.088
H -7.981 2.145 -2.798
H -6.579 2.280 -1.718
H -8.839 3.257 1.708
H -10.112 3.607 0.502
H -10.026 4.543 2.012
H -5.519 6.341 0.639
H -7.084 7.202 0.525
H -5.790 7.547 -0.641
C -6.284 -2.634 -10.161
O -6.499 -1.790 -9.051
P -6.466 -2.456 -7.584
O -6.303 -3.941 -7.539
O -7.821 -1.906 -6.907
C -9.038 -2.375 -7.448
O -5.316 -1.610 -6.837
C -5.197 -1.788 -5.443
H -7.205 -3.178 -10.387
H -6.017 -2.017 -11.022
H -5.469 -3.338 -9.971
H -8.989 -3.449 -7.647
H -9.259 -1.837 -8.372
H -9.836 -2.188 -6.727
H -5.075 -2.846 -5.199
H -6.081 -1.389 -4.937
H -4.319 -1.239 -5.093
C -0.858 -2.909 3.633
C -1.232 -1.282 3.705
C -0.165 -0.440 2.781
C 0.201 1.058 3.349
P 2.109 1.396 3.300
C 2.709 1.768 1.518
C 4.237 1.159 1.213
H 0.304 -3.104 3.602
H -1.241 -3.412 4.637
H -1.302 -3.421 2.663
H -2.319 -1.182 3.230
H -1.317 -0.918 4.814
H 0.803 -1.131 2.688
H -0.603 -0.339 1.678
H -0.334 1.831 2.616
H -0.180 1.250 4.461
H 2.821 0.169 3.664
H 2.816 2.938 1.337
H 1.970 1.306 0.705
H 4.724 1.615 0.249
H 4.115 -0.003 1.026
H 4.953 1.273 2.145



One value per record, in order, for max |F|: 3.306, 2.721 eV/A.
One value per record, in order, for total energy: -130981.369, -160917.095 eV.